(1)
{
  "formula": "C13H17N3O2S",
  "method": "the ωB97M-V functional and the def2-TZVPD basis",
  "symbols": ["C", "C", "C", "N", "C", "O", "C", "S", "C", "N", "C", "C", "N", "C", "C", "C", "C", "C", "O", "H", "H", "H", "H", "H", "H", "H", "H", "H", "H", "H", "H", "H", "H", "H", "H", "H"],
  "positions_angstrom": [[-2.719, -0.911, 1.864], [-3.406, -1.226, 0.517], [-4.042, -0.190, -0.235], [-2.930, 0.483, -0.628], [-2.546, 1.873, -0.516], [-3.283, 2.590, 0.194], [-1.127, 2.272, -0.925], [0.210, 1.551, 0.041], [0.377, 0.175, -0.358], [-0.351, -0.516, -1.469], [0.071, -1.804, -1.292], [1.173, -2.109, -0.456], [1.229, -0.807, 0.237], [2.353, -0.318, 1.099], [3.455, 0.188, 0.656], [4.466, -0.459, -0.224], [5.249, 0.689, -0.397], [4.784, 1.857, -0.053], [3.588, 1.529, 0.721], [-1.704, -0.402, 1.490], [-2.531, -1.854, 2.367], [-3.315, -0.041, 2.442], [-4.406, -1.894, 0.817], [-2.934, -2.157, -0.232], [-4.527, 0.641, 0.346], [-4.631, -0.555, -1.151], [-2.147, 0.038, -1.387], [-1.169, 3.604, -0.849], [-1.069, 2.054, -2.025], [-0.259, -2.354, -2.173], [1.780, -2.832, -0.199], [2.522, -1.174, 1.687], [1.738, 0.285, 1.948], [4.659, -1.688, -0.305], [6.362, 0.521, -1.115], [5.079, 2.941, -0.435]],
  "lowdin_charge": [-0.1015, -0.3413, -0.3315, -0.0473, -0.4803, -0.0122, -0.3430, 1.1101, -0.7627, 0.0286, -0.2040, 0.0193, -0.0496, -0.1904, -0.3529, 0.0221, -0.2193, -0.0794, 0.0189, 0.0809, 0.0520, 0.1286, 0.1345, 0.1744, 0.1423, 0.1482, 0.1721, 0.2025, 0.0920, 0.0977, 0.0386, 0.1242, 0.1896, 0.1798, 0.1919, 0.1672],
  "de_lowest_kcal_mol": 306.5,
  "homo_lumo_gap_ha": 0.2973,
  "charge": 0,
  "homo_ev": -7.63,
  "lumo_ev": 0.5,
  "e_tot_ha": -1218.09305
}



(2)
{
  "formula": "C13H17N3O2S3",
  "method": "the ωB97M-V functional and the def2-TZVPD basis",
  "symbols": ["C", "C", "O", "C", "S", "C", "N", "S", "C", "S", "C", "C", "N", "C", "C", "O", "C", "C", "C", "C", "N", "H", "H", "H", "H", "H", "H", "H", "H", "H", "H", "H", "H", "H", "H", "H", "H", "H"],
  "positions_angstrom": [[6.392, 1.533, 1.128], [5.176, 0.587, 1.210], [5.227, -0.548, 0.694], [4.007, 1.035, 2.003], [4.041, 2.597, 2.885], [2.472, 2.328, 3.610], [1.736, 3.110, 4.390], [0.303, 2.215, 4.748], [0.615, 0.929, 3.650], [-0.495, -0.387, 3.166], [-0.797, 0.055, 1.411], [-1.806, -0.915, 0.796], [-1.921, -0.540, -0.606], [-1.667, -1.573, -1.680], [-1.234, -0.845, -2.979], [-2.198, 0.170, -3.354], [-2.386, 1.150, -2.295], [-2.838, 0.546, -0.934], [1.888, 1.098, 3.145], [2.772, 0.427, 2.224], [2.559, -0.809, 1.705], [6.745, 1.803, 2.162], [6.141, 2.443, 0.504], [7.240, 1.030, 0.644], [0.119, 0.016, 0.800], [-1.194, 1.073, 1.438], [-1.437, -1.967, 0.785], [-2.751, -0.861, 1.305], [-2.580, -2.140, -1.864], [-0.882, -2.262, -1.391], [-0.262, -0.390, -2.823], [-1.140, -1.621, -3.780], [-1.440, 1.667, -2.122], [-3.069, 1.927, -2.655], [-3.890, 0.128, -0.990], [-2.829, 1.330, -0.170], [1.865, -1.410, 2.143], [3.397, -1.232, 1.260]],
  "lowdin_charge": [-0.0506, -0.4295, 0.0132, -0.3703, 1.0248, -0.6781, -0.2491, 0.9881, -0.7953, 0.8802, -0.4400, -0.2622, -0.1981, -0.1227, -0.1772, -0.1480, -0.1669, -0.1570, -0.3056, -0.2993, 0.1468, 0.0853, 0.1002, 0.0774, 0.0843, 0.0783, 0.1266, 0.1062, 0.1146, 0.1127, 0.1118, 0.1315, 0.1141, 0.1196, 0.1329, 0.1151, 0.0841, 0.1018],
  "de_lowest_kcal_mol": 12.7,
  "homo_lumo_gap_ha": 0.2682,
  "charge": 0,
  "homo_ev": -7.91,
  "lumo_ev": -0.6,
  "e_tot_ha": -2014.83851
}



(3)
{
  "formula": "C13H17N3O3V",
  "method": "the ωB97M-V functional and the def2-TZVPD basis",
  "symbols": ["C", "C", "H", "H", "H", "H", "H", "H", "C", "C", "C", "C", "H", "H", "H", "H", "N", "C", "C", "N", "C", "C", "C", "H", "H", "C", "H", "H", "V", "C", "H", "H", "H", "O", "N", "O", "O"],
  "positions_angstrom": [[-3.103, 0.067, 1.438], [-3.601, 1.300, 0.672], [-2.630, -0.711, 0.818], [-3.945, -0.427, 1.931], [-2.432, 0.348, 2.264], [-3.313, 1.279, -0.369], [-4.698, 1.351, 0.670], [-3.226, 2.214, 1.146], [0.326, -2.136, 0.945], [1.009, -3.326, 0.698], [2.022, -3.339, -0.273], [2.345, -2.164, -0.931], [-0.384, -1.994, 1.753], [0.746, -4.227, 1.241], [2.588, -4.233, -0.522], [3.188, -2.109, -1.631], [0.529, -1.032, 0.194], [1.560, -1.025, -0.708], [1.889, 0.268, -1.259], [1.101, 1.294, -0.825], [1.465, 2.577, -1.099], [3.330, 1.804, -2.446], [2.542, 2.856, -1.947], [0.860, 3.337, -0.578], [2.791, 3.892, -2.166], [3.036, 0.509, -2.032], [3.697, -0.320, -2.224], [4.181, 1.971, -3.100], [-0.588, 0.716, 0.172], [-1.681, 0.538, -1.577], [-0.981, 0.260, -2.387], [-2.339, 1.370, -1.846], [-2.286, -0.327, -1.238], [-1.118, 0.095, 5.275], [-0.922, -1.055, 4.888], [-1.244, -1.513, 3.771], [-0.714, 1.891, 1.281]],
  "lowdin_spin": [0.0084, 0.0034, 0.0008, -0.0001, 0.0070, 0.0007, 0.0009, 0.0002, 0.0504, 0.0747, 0.1010, 0.0199, 0.0022, 0.0033, 0.0056, -0.0008, 0.1419, 0.1366, 0.0963, 0.1149, 0.0283, 0.0598, 0.0744, 0.0006, 0.0039, 0.0300, 0.0005, 0.0026, 1.1795, -0.0294, 0.0014, -0.0011, 0.0004, 0.3094, 0.3869, 0.2892, -0.1039],
  "de_lowest_kcal_mol": 3.8,
  "homo_lumo_gap_ha": [0.1700, 0.2163],
  "charge": 0,
  "homo_ev": [-5.36, -8.75],
  "multiplicity": 4,
  "lumo_ev": [-0.7, -2.9],
  "e_tot_ha": -1839.38607
}



(4)
{
  "formula": "C13H17N3O4S2",
  "method": "the ωB97M-V functional and the def2-TZVPD basis",
  "symbols": ["C", "H", "O", "C", "C", "N", "C", "O", "C", "N", "S", "O", "O", "C", "C", "C", "C", "C", "C", "H", "H", "N", "C", "C", "H", "H", "H", "S", "H", "H", "H", "H", "H", "H", "H", "H", "H", "H", "H"],
  "positions_angstrom": [[-3.905, -2.054, -1.795], [-4.888, -2.030, -1.956], [-3.493, -2.157, -0.547], [-2.207, -2.303, -0.288], [-2.033, -2.107, 1.062], [-2.588, -0.671, 1.509], [-1.773, 0.334, 1.648], [-0.502, 0.371, 1.481], [-2.407, 1.860, 1.331], [-1.494, 2.626, 0.572], [-1.053, 2.194, -0.839], [-1.118, 3.155, -1.923], [-1.734, 0.625, -1.263], [0.721, 1.652, -0.487], [1.123, 0.266, -0.899], [2.384, -0.038, -0.357], [3.362, 0.822, 0.087], [2.816, 2.221, 0.340], [1.638, 2.663, -0.088], [1.092, 3.585, 0.255], [3.476, 3.017, 0.562], [4.478, 0.641, 0.424], [4.750, -0.571, 0.034], [5.958, -1.385, 0.304], [6.789, -0.598, 0.266], [6.416, -1.825, -0.838], [5.895, -2.448, 0.822], [3.347, -1.341, -0.685], [0.372, -0.493, -1.045], [-1.863, 3.559, 0.495], [-2.357, 2.373, 2.384], [-3.413, 1.719, 0.927], [-3.451, -0.396, 1.167], [-2.649, -2.750, 1.817], [-1.033, -2.031, 1.479], [-1.721, -1.305, -0.833], [-1.815, -3.253, -0.669], [-3.529, -1.092, -1.976], [-3.594, -2.835, -2.477]],
  "lowdin_charge": [-0.1178, 0.0552, -0.1559, -0.3265, -0.0928, 0.1134, -0.3977, -0.0278, -0.1268, -0.2051, 0.8349, -0.2976, -0.4309, -0.2138, -0.0085, -0.5069, -0.4771, 0.0311, -0.1038, 0.1297, 0.0976, 0.1249, -0.5939, -0.1172, 0.0907, 0.1387, 0.1132, 1.1256, 0.0847, 0.1278, 0.1569, 0.1123, 0.0974, 0.1585, 0.1198, 0.1552, 0.1486, 0.0771, 0.1069],
  "de_lowest_kcal_mol": 238.1,
  "homo_lumo_gap_ha": 0.2992,
  "charge": 0,
  "homo_ev": -8.10,
  "lumo_ev": 0.0,
  "e_tot_ha": -1766.81166
}



(5)
{
  "formula": "C13H17NNiO7",
  "method": "the ωB97M-V functional and the def2-TZVPD basis",
  "symbols": ["Ni", "O", "C", "O", "C", "C", "C", "C", "C", "O", "C", "C", "O", "O", "H", "H", "H", "H", "H", "H", "H", "H", "O", "C", "O", "C", "N", "C", "C", "C", "H", "H", "H", "H", "H", "H", "H", "H", "H"],
  "positions_angstrom": [[-0.250, -0.878, 1.346], [3.094, -0.645, 3.238], [2.206, -1.053, 2.526], [0.927, -0.958, 2.800], [2.552, -1.825, 1.238], [1.640, -3.048, 1.080], [2.199, -4.042, 0.068], [1.933, -3.317, -1.276], [1.289, -2.020, -0.804], [0.505, -2.480, 0.346], [2.330, -1.099, -0.141], [1.817, 0.347, -0.130], [2.495, 1.243, -0.588], [0.595, 0.501, 0.297], [3.596, -2.115, 1.336], [1.277, -3.470, 2.013], [1.662, -4.987, 0.122], [3.255, -4.238, 0.250], [1.246, -3.883, -1.902], [2.838, -3.123, -1.847], [0.619, -1.532, -1.506], [3.260, -1.088, -0.706], [-2.053, -0.375, 0.560], [-1.992, 0.508, -0.299], [-1.999, 0.226, -1.566], [-1.912, 1.987, 0.021], [-1.529, 2.703, -1.205], [-2.447, 3.848, -1.390], [-3.140, 4.025, -0.041], [-3.266, 2.579, 0.439], [-1.166, 2.099, 0.805], [-1.816, 1.118, -1.990], [-0.557, 2.981, -1.158], [-3.183, 3.602, -2.159], [-1.899, 4.726, -1.725], [-4.100, 4.535, -0.118], [-2.503, 4.592, 0.641], [-4.086, 2.079, -0.082], [-3.437, 2.478, 1.509]],
  "lowdin_spin": [1.7207, 0.0076, 0.0052, 0.0814, 0.0005, 0.0008, 0.0015, 0.0015, 0.0002, 0.0516, 0.0001, 0.0052, 0.0070, 0.0845, 0.0001, -0.0001, 0.0000, 0.0003, 0.0000, 0.0003, -0.0002, 0.0000, 0.0175, 0.0079, 0.0039, 0.0011, 0.0004, 0.0000, 0.0001, 0.0004, 0.0004, 0.0000, 0.0001, 0.0000, 0.0000, 0.0000, 0.0000, 0.0000, 0.0000],
  "de_lowest_kcal_mol": 0.0,
  "homo_lumo_gap_ha": [0.3480, 0.3307],
  "charge": 0,
  "homo_ev": [-9.11, -9.09],
  "multiplicity": 3,
  "lumo_ev": [0.4, -0.1],
  "e_tot_ha": -2595.39398
}



(6)
{
  "formula": "C13H17NO",
  "method": "the ωB97M-V functional and the def2-TZVPD basis",
  "symbols": ["C", "C", "C", "C", "C", "C", "N", "C", "C", "C", "C", "C", "C", "C", "O", "H", "H", "H", "H", "H", "H", "H", "H", "H", "H", "H", "H", "H", "H", "H", "H", "H"],
  "positions_angstrom": [[0.323, -0.237, 1.996], [1.523, -0.752, 1.255], [2.641, 0.282, 1.273], [1.905, -1.994, 2.061], [1.429, -1.131, -0.158], [0.282, -1.289, -0.740], [-0.855, -1.461, -1.199], [-1.560, -0.472, -1.946], [-2.956, -0.492, -1.355], [-3.505, 0.500, -0.737], [-2.866, 1.801, -0.574], [-1.611, 1.997, -1.038], [-0.855, 0.885, -1.771], [0.435, 0.961, -2.169], [1.333, 1.866, -1.763], [-0.072, 0.695, 1.545], [0.487, 0.032, 3.014], [-0.599, -0.894, 1.994], [2.195, 1.001, 0.606], [2.775, 0.780, 2.265], [3.457, -0.101, 0.726], [2.815, -2.625, 1.614], [2.249, -1.741, 3.078], [0.964, -2.685, 2.104], [2.298, -1.464, -0.622], [-1.477, -0.771, -2.985], [-3.495, -1.348, -1.389], [-4.585, 0.497, -0.390], [-3.251, 2.643, 0.029], [-1.239, 3.023, -0.946], [0.844, 0.113, -2.821], [0.971, 2.378, -0.959]],
  "lowdin_charge": [-0.0673, -0.6528, -0.0396, -0.0787, -0.0785, -0.0851, 0.1373, -0.2726, -0.0531, -0.1119, -0.1033, -0.0390, -0.1558, -0.1950, 0.0075, 0.0855, 0.0727, 0.1094, 0.0584, 0.1103, 0.0722, 0.1203, 0.0753, 0.1150, 0.1129, 0.1447, 0.0750, 0.1269, 0.1051, 0.1009, 0.1615, 0.1420],
  "de_lowest_kcal_mol": 115.6,
  "homo_lumo_gap_ha": 0.3040,
  "charge": 0,
  "homo_ev": -7.85,
  "lumo_ev": 0.4,
  "e_tot_ha": -635.39783
}



(7)
{
  "formula": "C13H17NO4",
  "method": "the ωB97M-V functional and the def2-TZVPD basis",
  "symbols": ["C", "O", "C", "C", "C", "O", "C", "C", "C", "C", "O", "C", "C", "C", "O", "N", "C", "C", "H", "H", "H", "H", "H", "H", "H", "H", "H", "H", "H", "H", "H", "H", "H", "H", "H"],
  "positions_angstrom": [[0.214, -0.488, 4.784], [0.991, -1.181, 3.732], [0.707, -0.780, 2.487], [0.489, -1.751, 1.543], [0.276, -1.420, 0.138], [-0.004, -2.397, -0.816], [1.012, -3.348, -0.979], [0.248, -0.021, -0.134], [0.509, 0.965, 0.866], [0.843, 0.588, 2.133], [0.721, 2.343, 0.506], [0.285, 2.695, -0.777], [0.549, 1.709, -1.879], [-0.172, 1.990, -3.198], [-1.579, 1.577, -3.041], [-1.489, 0.815, -1.828], [-2.573, -0.048, -1.450], [-0.066, 0.440, -1.503], [0.373, -1.041, 5.687], [0.609, 0.474, 4.985], [-0.884, -0.480, 4.548], [0.479, -2.793, 1.819], [0.746, -4.325, -0.494], [2.057, -3.090, -0.583], [1.084, -3.301, -2.049], [1.179, 1.295, 2.858], [-0.705, 3.005, -0.576], [0.882, 3.642, -1.065], [1.645, 1.689, -2.041], [0.100, 1.312, -3.965], [-0.062, 3.044, -3.511], [-2.317, -1.086, -1.218], [-3.327, -0.163, -2.248], [-3.020, 0.430, -0.507], [0.201, -0.300, -2.225]],
  "lowdin_charge": [-0.0238, -0.0867, -0.3279, 0.0719, -0.1713, -0.1142, -0.0986, -0.0225, -0.1284, 0.0647, -0.0273, -0.1727, -0.2422, -0.0923, -0.0801, -0.1709, -0.0566, -0.2333, 0.0753, 0.0647, 0.1167, 0.1224, 0.1025, 0.1211, 0.0815, 0.1222, 0.1232, 0.1586, 0.1742, 0.1085, 0.1334, 0.0710, 0.0879, 0.1031, 0.1460],
  "de_lowest_kcal_mol": 149.9,
  "homo_lumo_gap_ha": 0.2960,
  "charge": 0,
  "homo_ev": -7.29,
  "lumo_ev": 0.8,
  "e_tot_ha": -861.10057
}



(8)
{
  "formula": "C13H17P",
  "method": "the ωB97M-V functional and the def2-TZVPD basis",
  "symbols": ["C", "P", "C", "C", "C", "C", "C", "C", "C", "C", "C", "C", "C", "C", "H", "H", "H", "H", "H", "H", "H", "H", "H", "H", "H", "H", "H", "H", "H", "H", "H"],
  "positions_angstrom": [[0.119, 3.060, -1.184], [1.065, 1.778, -0.014], [0.383, 0.021, -0.606], [0.655, -0.147, -2.081], [0.985, -0.828, 0.420], [2.361, -1.416, 0.242], [0.194, -1.083, 1.445], [0.449, -1.933, 2.719], [-1.122, -0.603, 1.121], [-2.344, -0.737, 1.755], [-3.509, -0.183, 1.210], [-3.489, 0.626, 0.052], [-2.268, 0.678, -0.641], [-1.088, 0.074, -0.185], [0.892, 3.742, -1.640], [-0.607, 3.648, -0.590], [-0.593, 2.549, -1.906], [2.249, 1.622, -0.930], [0.058, -0.830, -2.591], [1.713, -0.618, -1.971], [0.611, 0.768, -2.740], [2.258, -2.196, -0.457], [2.733, -1.875, 1.117], [3.155, -0.690, -0.010], [1.485, -1.682, 2.980], [0.163, -2.988, 2.481], [-0.228, -1.427, 3.331], [-2.384, -1.271, 2.724], [-4.424, -0.263, 1.774], [-4.387, 1.162, -0.231], [-2.408, 1.082, -1.647]],
  "lowdin_charge": [-0.3304, 0.9776, -0.5730, -0.0775, -0.3208, -0.0308, -0.2108, 0.0011, -0.1425, -0.0380, -0.0896, -0.0801, -0.0611, -0.1339, 0.0281, 0.0121, 0.0188, -0.0326, 0.0509, 0.0982, 0.0855, 0.0729, 0.0555, 0.0902, 0.0806, 0.1076, 0.0377, 0.1139, 0.0905, 0.0974, 0.1021],
  "de_lowest_kcal_mol": 11.7,
  "homo_lumo_gap_ha": 0.3229,
  "charge": 0,
  "homo_ev": -7.98,
  "lumo_ev": 0.8,
  "e_tot_ha": -846.84168
}